# 1
{
  "formula": "C14H29F6N6O12RbS6",
  "method": "wB97M-V/def2-TZVPD",
  "max_force_ev_per_a": 14.4,
  "orbital_gap_ev": [8.866, 3.279],
  "molar_mass_g_mol": 865.3,
  "multiplicity": 2,
  "charge": 1,
  "homo_ev": [-12.215, -12.214],
  "relative_energy_kcal_mol": 0.0,
  "total_energy_ev": -130453.974,
  "symbols": ["Rb", "C", "C", "N", "C", "C", "N", "C", "C", "H", "H", "H", "H", "H", "H", "H", "H", "H", "H", "H", "C", "C", "C", "N", "C", "C", "C", "C", "C", "H", "H", "H", "H", "H", "H", "H", "H", "H", "H", "H", "H", "H", "H", "H", "H", "H", "H", "N", "S", "O", "O", "F", "S", "O", "O", "F", "N", "S", "O", "O", "F", "S", "O", "O", "F", "N", "S", "O", "O", "F", "S", "O", "O", "F"],
  "positions_angstrom": [[9.152845, 5.805535, -21.948259], [15.107628, 7.039069, -17.838952], [13.671713, 6.798837, -17.691999], [12.922918, 7.815000, -18.392559], [12.781299, 9.179761, -17.987975], [12.061245, 9.894804, -19.011457], [11.675261, 8.936518, -19.913727], [12.255952, 7.736700, -19.610085], [11.015931, 9.045895, -21.186832], [15.351400, 8.096276, -17.943791], [15.526584, 6.574748, -18.731679], [15.592503, 6.698577, -16.924043], [13.306639, 6.761369, -16.665635], [13.275576, 5.884376, -18.133518], [13.114457, 9.471958, -17.003080], [11.723431, 10.916903, -19.098661], [12.142501, 6.903436, -20.287741], [10.530810, 8.119556, -21.494490], [11.832169, 9.318959, -21.855625], [10.383079, 9.933367, -21.184667], [3.628216, 12.447412, -25.227615], [4.297354, 12.112567, -23.950793], [4.610920, 10.588686, -23.764128], [5.449179, 10.176807, -22.485473], [4.611272, 10.588199, -21.288505], [6.925469, 10.622210, -22.334140], [7.643082, 9.451350, -23.001227], [6.713598, 8.345176, -23.350022], [5.625597, 8.616944, -22.409419], [4.346505, 12.729991, -25.997229], [2.900082, 13.257648, -25.189667], [3.184619, 11.522658, -25.596591], [3.780323, 12.617683, -23.134929], [5.235765, 12.659536, -23.859592], [5.267849, 10.238491, -24.560310], [3.848385, 9.809838, -23.770993], [3.640492, 10.118200, -21.445908], [4.550334, 11.676402, -21.303486], [5.170075, 10.280739, -20.404592], [7.137422, 10.611604, -21.264996], [7.079118, 11.600821, -22.788893], [8.398598, 9.191241, -22.259838], [8.279223, 9.663924, -23.860436], [7.110350, 7.334643, -23.252446], [6.421851, 8.218365, -24.392574], [5.868414, 8.402020, -21.368765], [4.704307, 8.081595, -22.639070], [9.800404, 4.169668, -19.970212], [8.992109, 3.805149, -18.832273], [9.086354, 4.602801, -17.595866], [8.492831, 2.397625, -18.756249], [7.722912, 4.661279, -19.409481], [11.280911, 3.763260, -19.218374], [11.673884, 2.412171, -19.445279], [11.715628, 4.286183, -17.936165], [12.211374, 4.563657, -20.229472], [11.033525, 6.777859, -23.863695], [12.437634, 6.472399, -24.356883], [13.282013, 7.649730, -24.514026], [12.621273, 5.319168, -25.214439], [12.973284, 5.846624, -22.974944], [10.368496, 7.474915, -25.237788], [10.682176, 6.930629, -26.493657], [10.234820, 8.890924, -25.209490], [8.798582, 6.945548, -25.140155], [6.880299, 4.753489, -23.400353], [5.606771, 4.682691, -22.661156], [5.249052, 3.480975, -21.908095], [4.464268, 5.393553, -23.179952], [6.048658, 5.682825, -21.449460], [6.409313, 3.995910, -24.875381], [5.660035, 4.782925, -25.814728], [6.045545, 2.600613, -24.712899], [7.871039, 3.986694, -25.525806]],
  "atomic_forces_ev_per_a": [[0.0, 0.0, -0.3], [1.8, 0.2, 0.1], [-1.9, -0.9, -0.2], [-3.0, 3.9, -2.9], [-1.1, -0.3, -2.4], [1.0, -2.3, 2.5], [1.7, -2.5, 1.2], [0.3, 1.2, 2.2], [0.8, 1.7, -0.7], [-0.2, 0.1, 0.2], [0.0, -0.3, 0.2], [0.4, -0.2, -0.3], [0.1, 0.3, 0.1], [0.5, -0.3, 0.2], [0.1, 0.2, -0.3], [0.1, -0.1, 0.2], [0.3, -0.3, 0.4], [0.2, 0.4, 0.2], [-0.3, -0.4, -0.8], [-0.4, -0.4, 0.1], [-0.1, -0.5, -1.8], [1.1, -0.1, 2.2], [1.9, -0.3, 0.2], [-1.1, -0.3, 1.1], [0.9, 0.2, -0.9], [-1.6, -0.7, -1.3], [3.1, 0.7, -0.6], [0.2, -1.4, -0.3], [-1.9, 0.7, 0.1], [0.1, 0.0, 0.0], [0.0, -0.3, 0.3], [-0.6, 0.3, -0.3], [-0.6, -0.8, 0.3], [0.5, -0.3, -0.3], [0.0, 0.4, -0.4], [-0.7, 0.7, 0.2], [0.0, 0.1, 0.5], [-0.2, -0.1, 0.1], [-0.5, -0.2, 0.1], [-0.2, 0.4, -0.1], [-0.1, -0.1, 0.1], [0.0, -0.7, 0.0], [-0.2, 0.7, -0.1], [0.3, 0.2, 0.7], [-0.3, 1.0, -0.2], [0.2, 0.1, 0.0], [-0.3, 0.4, 0.1], [8.1, 0.7, -2.7], [-11.2, -2.3, 8.7], [0.9, -2.1, -1.7], [1.9, 3.8, -0.2], [-1.1, -0.3, -1.0], [4.6, -1.3, -0.4], [-1.2, 0.3, -0.3], [-1.5, 0.4, -1.6], [-0.4, 0.7, -0.5], [-4.5, 1.9, -1.7], [7.5, -2.7, -0.6], [-1.5, -1.3, -0.2], [-0.8, 1.9, 0.6], [-0.4, 0.4, 0.5], [-2.3, 0.3, -0.7], [1.1, -0.9, -0.3], [-0.1, 0.3, 1.5], [0.7, 0.2, 1.3], [1.6, -1.3, -3.8], [-5.0, 2.3, 7.4], [0.7, 0.7, -1.5], [0.8, -1.0, -0.4], [-0.1, -0.8, -1.0], [1.7, -3.0, -5.5], [0.7, 0.1, 2.2], [0.6, 2.7, 0.9], [-1.3, 0.1, 1.4]],
  "mulliken_spin": [-0.002, 0.000, 0.000, 0.000, 0.000, 0.000, 0.000, 0.000, 0.000, 0.000, 0.000, 0.000, 0.000, 0.000, 0.000, 0.000, 0.000, 0.000, 0.000, 0.000, 0.000, 0.000, 0.000, 0.000, 0.000, 0.000, 0.000, 0.017, 0.001, 0.000, 0.000, 0.000, 0.000, 0.000, 0.000, 0.000, 0.000, 0.000, 0.000, 0.000, 0.000, 0.000, 0.000, -0.022, 0.001, -0.001, -0.001, 0.000, 0.000, 0.000, 0.000, 0.000, 0.000, 0.000, 0.000, 0.000, 0.000, 0.000, 0.000, 0.000, 0.000, 0.000, 0.000, 0.000, 0.001, 0.350, -0.096, 0.442, 0.276, -0.009, -0.020, 0.032, 0.032, -0.002]
}

---

# 2
{
  "formula": "C14H29N2O2",
  "method": "wB97M-V/def2-TZVPD",
  "max_force_ev_per_a": 10.1,
  "orbital_gap_ev": 9.290,
  "molar_mass_g_mol": 257.4,
  "multiplicity": 1,
  "charge": 1,
  "homo_ev": -12.542,
  "relative_energy_kcal_mol": 204.5,
  "total_energy_ev": -22049.794,
  "symbols": ["C", "C", "C", "C", "C", "C", "N", "C", "C", "C", "C", "O", "C", "C", "O", "H", "H", "H", "H", "H", "H", "H", "H", "H", "H", "H", "H", "H", "H", "H", "H", "H", "H", "H", "H", "H", "H", "H", "H", "H", "H", "C", "C", "N", "H", "H", "H"],
  "positions_angstrom": [[3.354683, -2.232061, 0.125258], [2.562347, -1.710947, 1.479379], [1.276551, -0.826379, 0.957290], [1.719806, 0.643893, 0.294633], [0.423183, 1.068707, -0.672351], [0.442688, 2.644446, -1.123339], [-0.875369, 3.186640, -1.629124], [-2.097490, 2.707157, -0.864488], [-3.054592, 1.885912, -1.901382], [-3.823777, 0.579192, -1.286524], [-5.253545, 0.952329, -0.502618], [-5.100645, 1.087741, 0.953567], [-4.782034, -0.197332, 1.597221], [-1.589915, 1.875965, 0.450777], [-0.777269, 0.669413, 0.081211], [4.484769, -1.921216, 0.147201], [2.879341, -1.686593, -0.820551], [3.187516, -3.386391, 0.027515], [3.224165, -1.008480, 2.162095], [2.130944, -2.621396, 2.099146], [0.761314, -1.478821, 0.101732], [0.546043, -0.713290, 1.865436], [1.880166, 1.407295, 1.170558], [2.715255, 0.526103, -0.309014], [0.512886, 0.420372, -1.653856], [0.750767, 3.265810, -0.161643], [1.339102, 2.802928, -1.893806], [-0.909462, 2.973164, -2.666425], [-0.797772, 4.247086, -1.576795], [-2.658159, 3.696694, -0.503153], [-3.909712, 2.645056, -2.245327], [-2.532402, 1.538790, -2.900141], [-4.176274, -0.066032, -2.227874], [-3.142131, -0.150744, -0.658423], [-5.937588, -0.011225, -0.672995], [-5.832621, 1.837042, -1.022215], [-3.602461, -0.370983, 1.641918], [-5.131088, -0.180515, 2.731260], [-5.244549, -1.139700, 1.071336], [-1.020908, 2.557136, 1.249879], [-2.516237, 1.427912, 1.054841], [6.663522, -4.846037, 1.386205], [6.946939, -3.828041, 0.293679], [7.182120, -2.983410, -0.612669], [5.641428, -4.722523, 1.754838], [6.779598, -5.859008, 0.991108], [7.360866, -4.705657, 2.216630]],
  "atomic_forces_ev_per_a": [[-0.2, 0.6, 0.3], [-0.5, 0.7, -0.8], [0.5, -0.7, 0.0], [-0.9, -0.7, 0.3], [1.3, -0.5, -0.2], [2.9, -0.6, 2.0], [1.3, 1.3, -1.2], [-1.5, -0.3, 1.1], [-1.2, 0.0, -0.1], [-1.0, -0.3, -0.8], [0.0, -2.3, -0.6], [0.1, -1.2, -1.1], [0.9, -0.7, 1.0], [-0.6, -0.8, 1.0], [-0.3, 3.4, -0.9], [-2.1, -1.0, -0.1], [1.0, -1.3, 2.0], [0.6, 2.3, 0.0], [-1.2, -1.7, -1.3], [1.1, 2.0, -1.2], [0.9, 1.5, 1.9], [1.2, 0.1, -2.0], [-0.4, -1.3, -1.8], [-2.0, 0.3, 1.0], [-0.5, 1.1, 2.0], [-0.8, -1.2, -2.1], [-2.3, -0.3, 1.5], [-0.5, 0.1, 1.4], [-0.2, -1.6, -0.1], [1.2, -2.3, -0.7], [1.9, -1.6, 0.7], [-0.5, 0.8, 2.1], [0.8, 1.5, 2.0], [-1.3, 1.8, -1.2], [1.3, 2.0, 0.3], [1.5, -1.4, 1.5], [-2.4, 0.4, -0.2], [0.5, 0.2, -2.6], [0.7, 2.0, 0.8], [-1.1, -1.3, -2.0], [1.9, 1.2, -1.7], [0.3, 0.8, -0.9], [1.6, 5.6, -6.0], [-1.9, -6.7, 7.3], [0.2, 0.1, -0.1], [0.0, 0.2, 0.0], [-0.1, 0.1, -0.2]],
  "mulliken_charge": [-0.819, -0.403, -0.593, -0.614, 0.212, -1.032, -0.047, 0.164, -0.910, -0.371, -0.503, -0.378, -0.455, -0.604, -0.321, 0.168, 0.236, 0.287, 0.263, 0.298, 0.242, 0.256, 0.322, 0.331, 0.270, 0.367, 0.366, 0.445, 0.432, 0.337, 0.290, 0.475, 0.344, 0.146, 0.311, 0.304, 0.110, 0.255, 0.281, 0.315, 0.203, -0.665, 0.358, -0.444, 0.229, 0.267, 0.276]
}

---

- Which of these has the lowest multiplicity?
  C14H29N2O2

---

- Among the records above, which one has the highest multiplicity?
  C14H29F6N6O12RbS6

---

- What is the multiplicity in the second record?
  1